[1]
{"formula": "C20H40BN4O9P", "method": "ωB97M-V/def2-TZVPD", "smiles": "CCP(CC)C1=C(B(O)O)C(=O)OC1=O.CN(C)C=O.CN(C)C=O.CN(C)C=O.CN(C)C=O", "max_force_ev_per_a": 1.21, "e_tot_ev": -55744.619, "homo_energy_ev": -7.8, "symbols": ["C", "C", "P", "C", "C", "C", "C", "B", "O", "O", "C", "O", "O", "C", "O", "H", "H", "H", "H", "H", "H", "H", "H", "H", "H", "H", "H", "C", "O", "N", "C", "C", "H", "H", "H", "H", "H", "H", "H", "C", "O", "N", "C", "C", "H", "H", "H", "H", "H", "H", "H", "C", "O", "N", "C", "C", "H", "H", "H", "H", "H", "H", "H", "C", "O", "N", "C", "C", "H", "H", "H", "H", "H", "H", "H"], "xyz": [[3.464, -2.017, 2.227], [2.704, -1.314, 1.078], [1.403, -0.186, 1.784], [1.670, 1.506, 1.130], [0.475, 2.430, 1.355], [-0.159, -0.817, 1.114], [-1.302, -0.829, 1.787], [-1.543, -0.258, 3.247], [-2.340, 0.832, 3.407], [-0.954, -0.813, 4.343], [-2.353, -1.477, 0.951], [-3.521, -1.611, 1.201], [-1.754, -1.884, -0.227], [-0.446, -1.455, -0.223], [0.298, -1.627, -1.151], [3.008, -1.824, 3.187], [3.402, -3.084, 2.072], [4.501, -1.711, 2.221], [3.360, -0.787, 0.397], [2.184, -2.070, 0.505], [2.513, 1.893, 1.695], [1.980, 1.537, 0.090], [-0.256, 2.296, 0.572], [0.810, 3.461, 1.331], [0.067, 2.262, 2.346], [-2.767, 1.092, 2.590], [-0.317, -0.159, 4.673], [1.559, 1.582, 5.532], [0.715, 1.361, 4.681], [1.984, 2.807, 5.870], [2.996, 3.021, 6.885], [1.403, 3.954, 5.189], [2.055, 0.775, 6.095], [2.591, 3.630, 7.696], [3.858, 3.534, 6.454], [3.323, 2.067, 7.293], [0.325, 3.977, 5.351], [1.583, 3.882, 4.116], [1.847, 4.869, 5.571], [5.129, -6.034, 1.950], [5.140, -4.981, 1.347], [4.118, -6.922, 1.916], [4.158, -8.166, 2.658], [2.952, -6.615, 1.104], [5.967, -6.354, 2.593], [4.083, -9.015, 1.975], [3.327, -8.208, 3.366], [5.092, -8.241, 3.209], [3.245, -6.486, 0.062], [2.494, -5.686, 1.445], [2.231, -7.424, 1.181], [-0.831, 1.195, -2.610], [-0.556, 2.101, -1.841], [-1.503, 1.348, -3.761], [-1.795, 0.223, -4.624], [-1.951, 2.679, -4.152], [-0.542, 0.153, -2.414], [-1.343, 0.376, -5.607], [-2.876, 0.113, -4.744], [-1.396, -0.692, -4.192], [-1.091, 3.343, -4.244], [-2.617, 3.085, -3.393], [-2.473, 2.631, -5.096], [-4.837, 2.998, -6.288], [-4.523, 3.879, -5.512], [-5.531, 3.188, -7.423], [-5.876, 2.095, -8.310], [-5.947, 4.539, -7.763], [-4.569, 1.939, -6.118], [-5.442, 2.261, -9.298], [-6.961, 2.019, -8.408], [-5.494, 1.157, -7.912], [-5.074, 5.185, -7.859], [-6.583, 4.944, -6.976], [-6.494, 4.526, -8.702]], "lowdin_charge": [-0.157, -0.368, 1.070, -0.400, -0.149, -0.209, 0.011, -0.678, 0.200, 0.147, -0.376, 0.173, 0.141, -0.412, 0.130, 0.038, 0.036, 0.065, 0.074, 0.053, 0.066, 0.074, 0.045, 0.069, 0.044, 0.106, 0.057, -0.305, -0.012, -0.187, -0.053, -0.026, 0.146, 0.091, 0.091, 0.084, 0.099, 0.087, 0.087, -0.356, 0.012, -0.201, -0.061, -0.038, 0.132, 0.088, 0.089, 0.081, 0.094, 0.087, 0.085, -0.337, 0.009, -0.186, -0.053, -0.031, 0.111, 0.089, 0.083, 0.086, 0.097, 0.097, 0.051, -0.360, 0.014, -0.198, -0.057, -0.039, 0.127, 0.089, 0.090, 0.082, 0.093, 0.093, 0.085]}

[2]
{"formula": "C4H7ClN2", "method": "ωB97M-V/def2-TZVPD", "smiles": "Cc1ncc[nH]1.Cl", "max_force_ev_per_a": 4.75, "e_tot_ev": -19763.563, "homo_energy_ev": -8.9, "symbols": ["C", "C", "C", "C", "N", "N", "Cl", "H", "H", "H", "H", "H", "H", "H"], "xyz": [[-1.262, 0.959, -0.817], [-1.650, -0.292, -0.838], [0.464, -0.144, -0.178], [1.837, -0.473, 0.251], [0.014, 1.081, -0.411], [-0.543, -1.059, -0.334], [-0.629, 1.040, 2.313], [-1.923, 1.874, -1.171], [0.373, 1.369, 1.496], [-2.548, -0.732, -1.095], [2.041, -0.373, 1.254], [2.499, 0.253, -0.364], [1.996, -1.497, -0.054], [-0.670, -2.007, -0.051]], "nbo_charge": [-0.064, -0.119, 0.380, -0.659, -0.522, -0.540, -0.328, 0.216, 0.306, 0.211, 0.229, 0.246, 0.222, 0.421]}

[3]
{"formula": "C27H30IrN6O2", "method": "ωB97M-V/def2-TZVPD", "max_force_ev_per_a": 1.66, "s_squared": 0.7646, "spin_multiplicity": 2, "charge": 2, "e_tot_ev": -44342.894, "homo_energy_ev": [-14.3, -14.3], "symbols": ["Ir", "C", "C", "C", "C", "C", "C", "C", "N", "C", "N", "C", "C", "C", "C", "C", "C", "C", "N", "C", "C", "C", "C", "C", "C", "C", "H", "H", "H", "H", "H", "H", "H", "H", "H", "H", "H", "H", "H", "H", "H", "H", "H", "H", "H", "H", "H", "H", "C", "C", "C", "C", "N", "N", "C", "H", "H", "H", "H", "H", "H", "H", "H", "O", "N", "O"], "xyz": [[0.052, -0.154, 0.138], [3.743, 3.531, -0.746], [4.156, 3.352, -2.186], [4.796, 4.389, -2.860], [5.240, 4.243, -4.164], [5.078, 3.031, -4.820], [4.462, 1.979, -4.168], [3.982, 2.146, -2.874], [3.371, 1.016, -2.232], [2.146, 1.001, -1.692], [1.347, 2.027, -2.001], [0.064, 2.298, -1.605], [-0.669, 1.443, -0.766], [-1.988, 1.775, -0.421], [-2.533, 2.954, -0.848], [-1.788, 3.804, -1.685], [-0.512, 3.490, -2.098], [0.244, 4.378, -3.049], [1.729, -0.020, -0.954], [2.646, -1.045, -0.554], [3.614, -0.744, 0.406], [4.517, -1.710, 0.800], [4.446, -2.980, 0.238], [3.467, -3.280, -0.693], [2.544, -2.325, -1.114], [1.516, -2.651, -2.165], [4.420, 4.224, -0.251], [3.771, 2.587, -0.198], [2.734, 3.946, -0.659], [4.970, 5.323, -2.339], [5.732, 5.068, -4.660], [5.433, 2.907, -5.833], [4.346, 1.022, -4.663], [3.872, 0.138, -2.247], [1.750, 2.681, -2.665], [-2.589, 1.101, 0.181], [-3.536, 3.223, -0.549], [-2.240, 4.725, -2.029], [-0.370, 5.226, -3.338], [0.506, 3.845, -3.969], [1.161, 4.776, -2.605], [3.635, 0.249, 0.844], [5.266, -1.479, 1.545], [5.154, -3.741, 0.540], [3.416, -4.278, -1.109], [1.334, -3.723, -2.198], [1.867, -2.355, -3.157], [0.573, -2.139, -1.990], [-0.039, -1.690, 5.398], [0.072, -0.738, 4.263], [0.151, 0.652, 4.246], [0.240, 1.033, 2.917], [0.224, -0.082, 2.151], [0.125, -1.142, 2.991], [0.328, 2.398, 2.326], [0.001, -1.155, 6.342], [0.771, -2.420, 5.374], [-0.980, -2.240, 5.356], [0.143, 1.307, 5.100], [0.046, -2.083, 2.629], [0.527, 3.134, 3.100], [-0.610, 2.660, 1.835], [1.127, 2.444, 1.583], [-0.524, -2.383, 0.729], [-1.396, -2.553, -0.136], [-1.566, -1.609, -0.897]], "nbo_charge": [1.264, -0.642, -0.036, -0.185, -0.170, -0.201, -0.161, 0.048, -0.570, 0.654, -0.554, 0.240, -0.206, -0.240, -0.172, -0.122, -0.044, -0.662, -0.520, 0.023, -0.211, -0.207, -0.143, -0.197, 0.004, -0.645, 0.253, 0.207, 0.212, 0.231, 0.242, 0.242, 0.224, 0.440, 0.461, 0.243, 0.250, 0.244, 0.261, 0.235, 0.229, 0.221, 0.242, 0.242, 0.240, 0.250, 0.239, 0.212, -0.669, 0.284, -0.312, 0.248, -0.346, -0.320, -0.664, 0.262, 0.257, 0.261, 0.266, 0.461, 0.264, 0.250, 0.228, -0.505, 0.443, -0.371]}

[4]
{"formula": "CH15NO5", "method": "ωB97M-V/def2-TZVPD", "smiles": "CN.O.O.O.O.O", "max_force_ev_per_a": 1.32, "e_tot_ev": -13007.622, "homo_energy_ev": -10.2, "symbols": ["C", "N", "H", "H", "H", "H", "H", "H", "H", "O", "H", "H", "O", "H", "H", "O", "H", "H", "O", "H", "H", "O"], "xyz": [[-1.623, 0.327, -0.042], [-0.603, 0.114, -1.092], [-1.796, -0.598, 0.512], [-1.366, 1.183, 0.574], [-2.591, 0.590, -0.426], [-0.811, -0.806, -1.475], [0.249, -0.040, -0.557], [0.303, -4.170, 1.604], [0.447, -4.657, 3.144], [0.501, -4.878, 2.216], [3.780, -1.461, 2.611], [4.659, -2.669, 2.760], [4.137, -2.047, 3.278], [0.185, 1.967, -2.309], [-0.542, 3.228, -2.239], [0.258, 2.827, -1.869], [-3.460, 0.675, -3.054], [-1.919, 0.940, -2.810], [-2.786, 1.343, -2.911], [0.645, 2.762, -0.025], [1.485, 2.981, 1.259], [0.848, 2.390, 0.850]], "nbo_charge": [-0.430, -0.866, 0.167, 0.224, 0.198, 0.345, 0.370, 0.477, 0.483, -0.960, 0.466, 0.467, -0.933, 0.488, 0.479, -0.957, 0.474, 0.482, -0.961, 0.501, 0.468, -0.982]}